1.
# C42H57F3IrN3O3S

A molecular structure, C42H57F3IrN3O3S (ωB97M-V with the def2-TZVPD basis set, the Open Molecules 2025 dataset).

Output
Energy above the lowest of the compared OMol25 structures with the same formula, charge and spin in kcal per mole: 21.9
Calculated total energy in eV: -76916.170
Orbital gap (spin up / spin down) in eV: 7.105 / 5.804
LUMO (spin up / spin down) in eV: -0.1267 / -2.1106
2S+1: 5
Net charge: 0
<S²>: 6.072

Atoms and positions in Å:
Ir1 0.685 -1.233 0.155
C1 2.664 0.029 -0.192
C2 2.318 1.378 0.084
C3 1.917 1.439 1.496
C4 2.063 0.164 1.999
C5 2.639 -0.744 1.012
C6 3.812 -1.638 1.425
C7 4.470 -2.297 0.212
C8 4.862 -0.680 2.034
C9 3.437 -2.655 2.499
C10 1.571 2.618 2.411
C11 1.181 2.105 3.806
C12 2.818 3.497 2.610
C13 0.403 3.499 1.907
C14 2.692 2.456 -0.934
C15 1.835 3.719 -0.902
C16 4.166 2.835 -0.683
C17 2.619 1.912 -2.368
H1 3.175 -0.289 -1.084
H2 1.907 -0.117 3.027
H3 4.963 -1.542 -0.403
H4 3.772 -2.847 -0.410
H5 5.235 -2.998 0.549
H6 5.099 0.130 1.342
H7 5.781 -1.230 2.243
H8 4.510 -0.240 2.967
H9 2.740 -3.407 2.143
H10 2.991 -2.155 3.360
H11 4.339 -3.162 2.844
H12 2.008 1.595 4.299
H13 0.329 1.424 3.767
H14 0.901 2.956 4.428
H15 3.684 2.893 2.883
H16 2.633 4.216 3.409
H17 3.063 4.065 1.714
H18 -0.444 3.448 2.593
H19 0.063 3.190 0.926
H20 0.690 4.548 1.838
H21 1.911 4.250 0.041
H22 0.785 3.487 -1.088
H23 2.172 4.398 -1.687
H24 4.323 3.294 0.291
H25 4.499 3.537 -1.450
H26 4.796 1.946 -0.739
H27 1.636 1.502 -2.589
H28 3.368 1.144 -2.556
H29 2.810 2.728 -3.067
F1 -0.469 -5.954 0.438
C18 0.366 -5.649 -0.564
F2 1.071 -6.734 -0.855
F3 -0.387 -5.355 -1.635
S1 1.483 -4.225 -0.086
O1 2.725 -4.880 0.197
O2 0.811 -3.605 1.064
O3 1.465 -3.318 -1.232
C19 -3.092 2.365 -4.559
C20 -2.021 1.530 -3.909
C21 -0.996 0.962 -4.670
C22 0.001 0.190 -4.079
C23 1.128 -0.394 -4.884
C24 -0.041 -0.009 -2.713
C25 -1.071 0.520 -1.899
C26 -2.055 1.307 -2.547
N1 -1.026 0.225 -0.577
C27 -2.187 0.475 0.299
C28 -2.531 1.964 0.494
C29 -3.684 2.121 1.499
C30 -3.290 1.542 2.857
C31 -2.959 0.060 2.677
C32 -4.182 -0.686 2.140
C33 -4.592 -0.089 0.792
C34 -4.923 1.394 0.972
C35 -3.452 -0.240 -0.221
C36 -1.809 -0.073 1.681
H30 -2.864 2.552 -5.608
H31 -3.194 3.328 -4.059
H32 -4.060 1.864 -4.511
H33 -0.973 1.133 -5.740
H34 0.940 -0.303 -5.953
H35 1.280 -1.447 -4.647
H36 2.063 0.123 -4.661
H37 0.744 -0.593 -2.236
H38 -2.861 1.758 -1.985
H39 -2.842 2.440 -0.439
H40 -1.655 2.496 0.852
H41 -3.892 3.191 1.599
H42 -4.108 1.669 3.572
H43 -2.421 2.072 3.257
H44 -2.651 -0.375 3.632
H45 -5.011 -0.611 2.848
H46 -3.954 -1.750 2.030
H47 -5.465 -0.623 0.405
H48 -5.751 1.510 1.675
H49 -5.241 1.829 0.020
H50 -3.753 0.197 -1.174
H51 -3.248 -1.295 -0.402
H52 -0.928 0.471 2.034
H53 -1.513 -1.122 1.594
N2 -4.386 -5.404 1.873
C37 -3.810 -4.855 1.046
C38 -3.107 -4.159 0.004
C39 -3.530 -4.227 -1.318
C40 -2.801 -3.541 -2.270
C41 -1.699 -2.805 -1.863
N3 -1.312 -2.710 -0.593
C42 -1.988 -3.396 0.321
H54 -4.399 -4.813 -1.583
H55 -3.068 -3.580 -3.316
H56 -1.099 -2.272 -2.586
H57 -1.618 -3.362 1.337

Results of the Löwdin charge analysis, in e, for atoms 1 through 99: Ir 1.1766; C -0.1447; C -0.0795; C -0.1136; C -0.0692; C -0.3671; C -0.5344; C -0.0449; C -0.0371; C -0.0386; C -0.5015; C -0.0663; C -0.0435; C -0.0440; C -0.5129; C -0.0407; C -0.0261; C -0.0514; H 0.1069; H 0.1065; H 0.0822; H 0.0496; H 0.0949; H 0.0840; H 0.0880; H 0.0819; H 0.0427; H 0.0824; H 0.0924; H 0.0853; H 0.0753; H 0.0888; H 0.0928; H 0.0880; H 0.0552; H 0.0708; H 0.0414; H 0.0857; H 0.0541; H 0.0854; H 0.0889; H 0.0670; H 0.0893; H 0.0864; H 0.0569; H 0.0832; H 0.0928; F 0.1269; C -0.6379; F 0.1455; F 0.1194; S 0.4915; O -0.2666; O -0.3918; O -0.3677; C -0.0409; C -0.2459; C 0.0212; C -0.2662; C -0.0239; C -0.0494; C -0.2627; C 0.0247; N 0.1046; C -0.4101; C -0.0673; C -0.2725; C -0.1103; C -0.2711; C -0.1037; C -0.2712; C -0.1117; C -0.0648; C -0.1066; H 0.0757; H 0.0840; H 0.0851; H 0.1198; H 0.0792; H 0.0884; H 0.0774; H 0.0858; H 0.0907; H 0.1039; H 0.0888; H 0.1433; H 0.1233; H 0.1094; H 0.1455; H 0.1244; H 0.1113; H 0.1431; H 0.1220; H 0.1208; H 0.1120; H 0.0962; H 0.1024; H 0.0827; N 0.1740

2.
# C42H57N2O3PSr

A molecular structure, C42H57N2O3PSr (ωB97M-V with the def2-TZVPD basis set, the Open Molecules 2025 dataset).

Output
Energy above the lowest of the compared OMol25 structures with the same formula, charge and spin in kcal per mole: 0.0
Calculated total energy in eV: -63730.935
Orbital gap (spin up / spin down) in eV: 5.678 / 5.836
LUMO (spin up / spin down) in eV: -1.2049 / -1.1403
Net charge: 0

Atoms and positions in Å:
Sr1 -0.185 -2.124 -0.714
C1 3.443 4.288 1.017
C2 4.216 3.510 -0.045
C3 5.542 3.041 0.565
C4 4.503 4.458 -1.217
C5 3.425 2.311 -0.561
C6 2.203 1.958 -0.087
C7 1.510 0.808 -0.581
N1 0.384 0.304 -0.068
C8 -0.470 0.873 0.789
C9 -0.659 2.268 0.977
C10 -1.580 2.748 1.857
C11 -2.346 1.814 2.623
C12 -2.264 0.460 2.500
C13 -1.302 -0.071 1.544
O1 -1.133 -1.310 1.416
C14 -3.126 -0.501 3.312
C15 -4.001 -1.342 2.373
C16 -2.245 -1.425 4.164
C17 -4.056 0.249 4.267
C18 -1.813 4.255 1.973
C19 -0.486 4.953 2.305
C20 -2.818 4.620 3.065
C21 -2.337 4.792 0.635
C22 2.125 0.001 -1.647
O2 1.526 -0.989 -2.133
C23 3.458 0.380 -2.104
C24 4.024 1.494 -1.572
C25 4.149 -0.476 -3.160
C26 5.551 0.045 -3.483
C27 4.304 -1.923 -2.667
C28 3.329 -0.449 -4.460
H1 4.028 5.149 1.344
H2 3.231 3.679 1.897
H3 2.495 4.661 0.626
H4 6.103 3.897 0.943
H5 6.170 2.535 -0.169
H6 5.369 2.351 1.392
H7 5.091 5.312 -0.874
H8 3.576 4.835 -1.651
H9 5.066 3.968 -2.011
H10 1.775 2.499 0.740
H11 -0.133 2.952 0.327
H12 -3.051 2.220 3.331
H13 -3.414 -1.927 1.670
H14 -4.683 -0.705 1.808
H15 -4.610 -2.029 2.966
H16 -1.595 -2.040 3.547
H17 -2.881 -2.082 4.761
H18 -1.629 -0.842 4.852
H19 -4.753 0.904 3.741
H20 -3.501 0.849 4.991
H21 -4.650 -0.475 4.827
H22 -0.073 4.586 3.245
H23 -0.643 6.031 2.395
H24 0.259 4.794 1.526
H25 -2.490 4.271 4.045
H26 -3.811 4.209 2.873
H27 -2.915 5.705 3.114
H28 -1.639 4.584 -0.177
H29 -2.471 5.875 0.692
H30 -3.297 4.346 0.373
H31 5.015 1.771 -1.903
H32 6.204 0.024 -2.609
H33 5.540 1.062 -3.879
H34 5.999 -0.595 -4.245
H35 4.899 -1.954 -1.752
H36 4.831 -2.503 -3.428
H37 3.345 -2.391 -2.470
H38 3.263 0.567 -4.853
H39 2.324 -0.832 -4.307
H40 3.823 -1.065 -5.215
C29 -2.264 1.754 -2.053
C30 -3.454 1.583 -1.358
C31 -3.879 0.307 -1.051
C32 -3.112 -0.799 -1.440
N2 -1.936 -0.615 -2.053
C33 -1.537 0.619 -2.357
C34 -3.563 -2.203 -1.186
C35 -4.942 -2.419 -1.141
C36 -5.447 -3.685 -0.897
C37 -4.557 -4.729 -0.700
C38 -3.189 -4.486 -0.764
C39 -2.608 -3.234 -1.013
H41 -1.896 2.733 -2.327
H42 -4.042 2.439 -1.052
H43 -4.794 0.156 -0.500
H44 -0.577 0.688 -2.860
H45 -5.639 -1.609 -1.321
H46 -6.517 -3.852 -0.874
H47 -4.930 -5.729 -0.509
H48 -2.552 -5.358 -0.607
C40 2.493 -6.535 -0.456
P1 1.011 -5.527 -0.543
C41 0.079 -6.033 -1.989
C42 0.013 -5.947 0.889
O3 1.337 -4.059 -0.590
H49 2.242 -7.595 -0.410
H50 3.063 -6.264 0.432
H51 3.108 -6.351 -1.336
H52 -0.263 -7.066 -1.907
H53 0.693 -5.934 -2.884
H54 -0.794 -5.382 -2.082
H55 -0.354 -6.972 0.830
H56 -0.850 -5.281 0.942
H57 0.606 -5.833 1.797

Results of the Löwdin charge analysis, in e, for atoms 1 through 99: Sr 1.4895; C -0.0659; C -0.5579; C -0.0429; C -0.0435; C -0.1578; C 0.0367; C -0.1678; N 0.0574; C -0.1826; C 0.0074; C -0.1487; C 0.0460; C -0.0744; C -0.2814; O -0.1416; C -0.5320; C -0.0291; C -0.0393; C -0.0702; C -0.5495; C -0.0425; C -0.0652; C -0.0421; C -0.2876; O -0.1446; C -0.0784; C 0.0338; C -0.5368; C -0.0717; C -0.0378; C -0.0373; H 0.0877; H 0.0906; H 0.0751; H 0.0850; H 0.0774; H 0.0920; H 0.0858; H 0.0912; H 0.0768; H 0.0880; H 0.1078; H 0.0835; H 0.0716; H 0.0816; H 0.0899; H 0.0721; H 0.0837; H 0.0893; H 0.0861; H 0.0865; H 0.0854; H 0.0935; H 0.0861; H 0.0600; H 0.0900; H 0.0864; H 0.0855; H 0.0757; H 0.0863; H 0.0784; H 0.0926; H 0.0873; H 0.0846; H 0.0850; H 0.0911; H 0.0835; H 0.0673; H 0.0893; H 0.0738; H 0.0843; C -0.0658; C -0.0576; C -0.0177; C -0.2441; N 0.0368; C -0.1478; C -0.2528; C -0.0700; C -0.1075; C -0.1157; C -0.1887; C -0.1652; H 0.1027; H 0.1011; H 0.0993; H 0.1093; H 0.0992; H 0.0936; H 0.0911; H 0.0484; C -0.1694; P 0.5335; C -0.1604; C -0.1608; O -0.5087; H 0.0584; H 0.0590

3.
# C42H57N3O14P2Sb2Sr

A molecular structure, C42H57N3O14P2Sb2Sr at a distorted geometry (ωB97M-V with the def2-TZVPD basis set, the Open Molecules 2025 dataset).

Output
Energy above the lowest of the compared OMol25 structures with the same formula, charge and spin in kcal per mole: 0.0
Calculated total energy in eV: -110116.978
Orbital gap in eV: 5.965
LUMO in eV: 3.5599
Net charge: -2

Atoms and positions in Å:
Sr1 -0.336 1.102 -0.958
N1 -4.239 2.337 -2.491
C1 -3.637 2.998 -1.230
C2 -4.554 4.106 -0.733
P1 -3.663 1.488 -0.083
O1 -3.730 2.044 1.396
O2 -4.981 0.889 -0.488
O3 -2.386 0.740 -0.338
P2 -1.932 3.523 -1.725
O4 -2.318 4.771 -2.705
O5 -1.117 4.041 -0.586
O6 -1.459 2.393 -2.601
H1 -4.870 1.601 -2.085
H2 -3.470 1.904 -3.005
H3 -4.708 3.011 -3.087
H4 -5.509 3.698 -0.396
H5 -4.724 4.852 -1.513
H6 -4.086 4.600 0.117
H7 -2.813 2.179 1.772
H8 -1.878 5.573 -2.376
C3 1.520 -1.257 -3.444
C4 0.888 -1.703 -2.128
C5 0.781 -3.226 -2.109
O7 -0.387 -1.081 -1.997
C6 1.807 -1.264 -0.944
O8 2.926 -1.790 -0.819
O9 1.319 -0.385 -0.140
H9 0.996 -1.742 -4.275
H10 2.575 -1.542 -3.464
H11 1.441 -0.176 -3.569
H12 0.211 -3.556 -2.986
H13 0.270 -3.569 -1.209
H14 1.785 -3.657 -2.135
H15 -0.922 -1.638 -1.222
C7 1.211 0.407 2.832
C8 -0.056 -0.143 3.519
C9 -1.033 -0.890 2.589
Sb1 -0.434 -2.870 1.954
C10 -2.310 -3.863 2.410
C11 -3.544 -3.208 2.365
C12 -4.732 -3.888 2.632
C13 -4.710 -5.247 2.927
C14 -3.493 -5.923 2.954
C15 -2.310 -5.234 2.700
C16 0.170 -3.405 4.050
C17 1.430 -3.963 4.290
C18 1.817 -4.401 5.560
C19 0.937 -4.287 6.628
C20 -0.327 -3.733 6.417
C21 -0.699 -3.304 5.147
Sb2 2.708 -1.045 2.234
C22 3.677 -1.000 4.231
C23 3.039 -0.657 5.429
C24 3.729 -0.629 6.644
C25 5.082 -0.947 6.688
C26 5.737 -1.303 5.510
C27 5.038 -1.330 4.306
C28 4.149 0.442 1.622
C29 4.387 1.594 2.376
C30 5.395 2.485 2.020
C31 6.207 2.220 0.919
C32 5.986 1.072 0.166
C33 4.951 0.199 0.500
H16 1.707 1.138 3.473
H17 0.928 0.901 1.902
H18 -0.593 0.706 3.961
H19 0.210 -0.796 4.351
H20 -1.193 -0.309 1.672
H21 -1.997 -1.014 3.089
H22 -3.587 -2.155 2.090
H23 -5.676 -3.357 2.590
H24 -5.634 -5.778 3.128
H25 -3.467 -6.984 3.174
H26 -1.365 -5.770 2.746
H27 2.139 -4.047 3.469
H28 2.805 -4.824 5.713
H29 1.230 -4.621 7.617
H30 -1.021 -3.641 7.246
H31 -1.690 -2.882 5.005
H32 1.981 -0.409 5.429
H33 3.206 -0.356 7.556
H34 5.622 -0.920 7.628
H35 6.794 -1.553 5.530
H36 5.570 -1.603 3.397
H37 3.790 1.801 3.257
H38 5.555 3.381 2.609
H39 6.998 2.910 0.645
H40 6.610 0.861 -0.696
H41 4.749 -0.680 -0.110
O10 -1.164 2.747 1.872
H42 -1.115 3.339 1.089
H43 -0.242 2.744 2.186
C34 -2.957 -2.772 -0.710
O11 -1.727 -2.430 -0.131
H44 -2.830 -3.153 -1.740
H45 -3.652 -1.916 -0.772
H46 -3.479 -3.564 -0.153
C35 4.218 1.537 -3.184
C36 4.270 2.793 -2.318
C37 2.954 3.599 -2.155
C38 2.532 4.216 -3.489
C39 1.335 5.156 -3.379
C40 3.319 4.704 -1.176
O12 4.063 5.623 -1.483
N2 2.816 4.583 0.088
C41 1.905 3.612 0.542
O13 1.562 3.697 1.719
N3 1.443 2.683 -0.335
C42 1.851 2.668 -1.622
O14 1.347 1.848 -2.426
H47 5.226 1.116 -3.260
H48 3.861 1.747 -4.197
H49 3.570 0.774 -2.755
H50 4.998 3.502 -2.713
H51 4.609 2.508 -1.323
H52 2.281 3.394 -4.158
H53 3.394 4.749 -3.890
H54 0.476 4.622 -2.969
H55 1.045 5.543 -4.361
H56 1.557 6.008 -2.728
H57 3.097 5.267 0.769

Results of the Löwdin charge analysis, in e, for atoms 1 through 99: Sr 1.5875; N 0.1599; C -0.4666; C -0.0866; P 0.3227; O -0.1303; O -0.3205; O -0.5004; P 0.2969; O -0.1597; O -0.2889; O -0.4209; H 0.1101; H 0.1296; H 0.1477; H 0.0822; H 0.0700; H 0.0883; H 0.0534; H 0.0767; C -0.0218; C -0.5419; C -0.0246; O -0.2160; C -0.6250; O -0.0582; O -0.2826; H 0.0796; H 0.0862; H 0.0633; H 0.0828; H 0.0580; H 0.0828; H 0.0856; C -0.3682; C -0.3536; C -0.3474; Sb 1.4799; C -0.3669; C -0.1446; C -0.1054; C -0.1276; C -0.1174; C -0.1372; C -0.3765; C -0.1687; C -0.1142; C -0.1272; C -0.1117; C -0.1403; Sb 1.5218; C -0.3622; C -0.1230; C -0.1087; C -0.1287; C -0.1178; C -0.1500; C -0.3435; C -0.1244; C -0.1017; C -0.1216; C -0.1262; C -0.1192; H 0.0456; H 0.0171; H 0.0979; H 0.0544; H 0.0291; H 0.0466; H 0.0979; H 0.0918; H 0.0820; H 0.0849; H 0.0915; H 0.0685; H 0.0907; H 0.0830; H 0.0855; H 0.0947; H 0.0813; H 0.0897; H 0.0826; H 0.0865; H 0.0892; H 0.0915; H 0.0922; H 0.0908; H 0.0946; H 0.0788; O -0.0843; H 0.0063; H 0.0301; C -0.2670; O -0.5139; H 0.0617; H 0.0584; H 0.0490; C -0.0678; C -0.1515